Record 1
{"formula": "C34H29NO6S2", "method": "wB97M-V/def2-TZVPD", "max_force_ha_per_bohr": 0.023, "e_homo_ev": -7.4, "multiplicity": 1, "homo_lumo_gap_ha": 0.258, "elements": ["S", "S", "O", "O", "O", "O", "O", "O", "N", "C", "C", "C", "C", "C", "C", "C", "C", "C", "C", "C", "C", "C", "C", "C", "C", "C", "C", "C", "C", "C", "C", "C", "C", "C", "C", "C", "C", "C", "C", "C", "C", "C", "C", "H", "H", "H", "H", "H", "H", "H", "H", "H", "H", "H", "H", "H", "H", "H", "H", "H", "H", "H", "H", "H", "H", "H", "H", "H", "H", "H", "H", "H"], "coordinates": [[-1.180, 2.114, -1.487], [-0.388, -0.359, -3.143], [-0.068, -1.739, -2.855], [-1.963, 2.244, -2.699], [0.314, 0.379, -4.179], [4.457, -3.849, -0.978], [-0.921, 1.214, 3.773], [-1.804, 2.146, -0.187], [1.097, -0.832, 3.787], [1.407, 5.136, -0.581], [0.686, 0.277, -0.665], [-0.013, 3.475, -1.603], [-1.216, -0.001, 3.690], [-2.481, 0.022, -4.895], [-3.619, 0.672, 3.647], [-3.831, 0.081, -5.245], [1.911, -1.949, 3.897], [1.306, 4.940, -2.993], [-0.252, -1.025, 3.536], [0.389, 3.896, -2.871], [3.282, -1.825, 3.917], [-3.089, -0.765, -2.683], [1.820, 5.556, -1.850], [-4.811, -0.264, -4.309], [3.082, -2.408, 0.267], [-4.989, 0.416, 3.682], [-5.454, -0.893, 3.875], [-3.156, -1.665, 4.018], [-4.438, -0.691, -3.030], [5.116, -4.285, -2.189], [2.183, -1.372, 0.330], [3.692, -2.728, -0.970], [-0.204, 0.622, -1.632], [3.885, -0.565, 3.853], [2.545, -0.858, -2.000], [3.060, 0.558, 3.811], [1.797, -0.643, -0.810], [0.474, 4.105, -0.454], [-2.685, -0.367, 3.766], [3.460, -1.897, -2.093], [-4.531, -1.931, 4.058], [1.688, 0.419, 3.805], [-2.128, -0.349, -3.602], [1.805, 5.606, 0.318], [-4.104, 0.409, -6.249], [-2.775, -1.117, -1.703], [0.117, 3.781, 0.521], [5.669, -5.170, -1.864], [3.955, -2.098, -3.047], [-0.015, 3.404, -3.752], [3.324, -3.023, 1.129], [1.696, -1.135, 1.275], [2.544, 6.364, -1.948], [-5.194, -0.967, -2.293], [5.806, -3.516, -2.566], [-3.268, 1.696, 3.528], [-0.546, -2.059, 3.346], [-5.690, 1.244, 3.570], [-5.867, -0.204, -4.578], [3.873, -2.736, 3.983], [2.429, -0.199, -2.856], [1.010, 1.263, 3.792], [1.385, -2.897, 3.961], [-1.702, 0.291, -5.604], [4.384, -4.554, -2.965], [1.609, 5.259, -3.991], [3.449, 1.573, 3.791], [-2.430, -2.456, 4.196], [-4.877, -2.951, 4.243], [-6.526, -1.101, 3.891], [4.967, -0.464, 3.856], [0.537, 0.743, 0.310]], "forces_ev_per_a": [[-0.488, 0.753, -0.393], [-0.219, 0.407, -0.879], [0.089, 0.602, 0.077], [0.233, -0.356, 0.711], [-0.084, -0.550, 0.287], [0.184, 0.185, -0.345], [-0.196, -0.544, 0.120], [0.434, -0.110, -0.374], [0.535, 0.012, -0.609], [-0.159, -0.095, -0.144], [-0.619, 0.509, -0.861], [0.395, 0.048, 0.248], [0.076, 0.780, -0.024], [0.038, 0.241, 0.105], [-0.163, -0.059, -0.104], [0.072, -0.197, 0.178], [-0.091, 0.762, -0.026], [-0.124, -0.099, 0.195], [-0.562, -0.449, 0.438], [0.054, -0.065, -0.015], [-0.137, 0.073, 0.016], [0.002, 0.198, -0.130], [-0.119, -0.188, 0.032], [0.201, 0.033, 0.074], [0.556, -0.377, -0.694], [0.149, -0.391, 0.130], [0.344, 0.042, -0.033], [-0.107, 0.284, -0.184], [0.144, -0.060, -0.124], [-0.342, 0.282, 0.526], [-0.431, 0.110, 0.003], [-0.458, 0.334, -0.230], [0.121, -0.529, 0.147], [-0.044, 0.144, -0.010], [-0.429, 0.095, 0.549], [0.117, -0.510, 0.245], [0.947, -0.500, -0.055], [0.040, -0.191, -0.159], [-0.304, -0.091, 0.087], [0.191, -0.499, 0.456], [0.127, 0.238, 0.002], [-0.107, -0.405, 0.027], [-0.125, -0.166, 0.226], [-0.117, -0.055, -0.264], [0.021, -0.146, 0.311], [-0.132, 0.110, -0.054], [0.093, 0.052, -0.152], [-0.061, 0.205, -0.274], [-0.127, 0.151, 0.409], [0.084, 0.074, 0.175], [-0.054, 0.148, -0.090], [0.056, -0.119, -0.138], [-0.172, -0.190, 0.043], [0.186, 0.051, -0.254], [-0.182, -0.211, 0.117], [0.069, -0.302, -0.074], [0.254, 0.434, 0.241], [0.149, -0.261, 0.023], [0.333, -0.004, 0.099], [-0.078, 0.216, 0.007], [-0.255, -0.183, 0.107], [-0.100, -0.298, -0.142], [0.152, 0.210, -0.091], [-0.160, 0.058, 0.164], [0.171, 0.111, 0.233], [-0.030, -0.027, 0.303], [0.045, -0.270, 0.009], [-0.296, 0.038, -0.060], [0.087, 0.340, -0.061], [0.353, 0.059, 0.025], [-0.218, -0.051, -0.023], [0.187, 0.161, -0.075]], "lowdin_charge": [0.696, 0.713, -0.281, -0.302, -0.322, -0.089, -0.028, -0.289, -0.046, -0.073, -0.029, -0.267, -0.372, -0.059, -0.022, -0.065, -0.042, -0.067, -0.054, -0.050, -0.070, -0.059, -0.077, -0.072, 0.007, -0.078, -0.092, -0.043, -0.063, -0.054, -0.017, -0.253, -0.303, -0.069, -0.016, -0.044, -0.214, -0.053, -0.144, 0.006, -0.088, -0.009, -0.301, 0.106, 0.108, 0.124, 0.115, 0.092, 0.113, 0.115, 0.110, 0.099, 0.105, 0.109, 0.094, 0.115, 0.103, 0.102, 0.105, 0.114, 0.113, 0.108, 0.132, 0.114, 0.099, 0.109, 0.116, 0.098, 0.100, 0.100, 0.107, 0.131]}


Record 2
{"formula": "C34H30CdNO4S3", "method": "wB97M-V/def2-TZVPD", "max_force_ha_per_bohr": 0.008, "e_homo_ev": -3.9, "total_charge": -1, "e_above_lowest_kcal_mol": 0.0, "multiplicity": 1, "homo_lumo_gap_ha": 0.231, "elements": ["Cd", "S", "S", "S", "O", "O", "O", "O", "N", "C", "C", "C", "C", "C", "C", "C", "C", "C", "C", "C", "C", "C", "C", "C", "C", "C", "C", "C", "C", "C", "C", "C", "C", "C", "C", "C", "C", "C", "C", "C", "C", "C", "C", "H", "H", "H", "H", "H", "H", "H", "H", "H", "H", "H", "H", "H", "H", "H", "H", "H", "H", "H", "H", "H", "H", "H", "H", "H", "H", "H", "H", "H", "H"], "coordinates": [[-0.192, 1.555, -0.942], [-0.741, -1.928, -1.233], [2.613, 0.488, 1.036], [1.743, 3.193, -1.154], [0.960, 0.151, -2.362], [1.139, 0.713, 0.864], [3.040, -0.458, -1.834], [-0.985, -0.888, -0.188], [-1.873, 1.522, 1.210], [-3.437, -4.167, 0.787], [3.433, 1.263, -4.338], [-4.092, 0.663, 1.310], [2.880, 0.886, 2.778], [3.734, 3.615, -4.645], [-1.608, 0.878, 2.345], [-3.311, 2.040, -0.648], [-2.514, 2.655, -2.800], [3.966, 0.427, 3.511], [-4.820, 3.047, -2.236], [2.217, 0.298, -2.380], [2.008, 1.813, 3.334], [-1.882, -4.456, -1.496], [-2.236, 2.106, -1.543], [3.927, 2.317, -5.095], [1.497, -2.029, 1.519], [2.791, -1.329, 1.105], [-3.816, 0.024, 2.501], [2.197, 2.244, 4.639], [-2.541, 0.126, 3.036], [-1.805, -3.297, -0.734], [3.262, 1.762, 5.386], [4.149, 0.859, 4.817], [-2.585, -3.141, 0.398], [-2.730, -5.479, -1.101], [1.106, -3.162, 0.559], [-3.088, 1.406, 0.680], [-3.508, -5.336, 0.042], [2.537, 2.802, -2.690], [-4.583, 2.507, -0.983], [0.849, -2.720, -0.881], [-3.778, 3.112, -3.153], [3.054, 3.848, -3.460], [2.741, 1.486, -3.156], [1.195, 2.195, 2.731], [-1.717, 2.732, -3.533], [-5.060, 0.563, 0.839], [-3.953, 3.527, -4.139], [2.907, 4.862, -3.107], [3.634, -1.556, 1.755], [3.407, 2.097, 6.405], [-4.048, -4.050, 1.673], [-1.285, -4.559, -2.395], [-5.804, 3.421, -2.493], [4.115, 4.454, -5.218], [-4.174, -6.134, 0.345], [3.595, 0.241, -4.661], [-4.579, -0.566, 2.996], [-2.792, -6.386, -1.689], [1.909, -3.906, 0.534], [1.512, 2.965, 5.068], [4.991, 0.489, 5.389], [0.875, -3.568, -1.572], [4.682, -0.258, 3.074], [3.080, -1.553, 0.078], [-5.388, 2.474, -0.256], [0.687, -1.297, 1.536], [-0.590, 0.957, 2.704], [1.576, -1.985, -1.239], [-2.512, -2.213, 0.954], [4.457, 2.125, -6.020], [1.601, -2.436, 2.527], [-2.267, -0.376, 3.955], [0.226, -3.675, 0.956]], "forces_ev_per_a": [[-0.128, 0.177, -0.242], [-0.018, -0.037, -0.030], [-0.054, -0.048, 0.021], [0.189, 0.173, -0.128], [-0.360, -0.233, 0.063], [0.108, 0.057, 0.205], [-0.011, -0.094, -0.072], [-0.053, -0.009, -0.016], [0.219, -0.204, 0.272], [0.003, 0.006, -0.007], [0.031, -0.027, -0.014], [0.002, 0.010, -0.015], [-0.068, 0.095, -0.028], [-0.011, 0.005, 0.025], [-0.033, 0.085, -0.042], [0.056, -0.105, 0.044], [0.011, 0.004, 0.011], [0.063, -0.028, -0.017], [-0.007, -0.002, 0.011], [0.346, 0.130, -0.047], [-0.014, -0.007, 0.015], [0.020, 0.000, -0.005], [0.055, 0.035, -0.089], [-0.001, -0.001, -0.013], [-0.055, -0.043, -0.052], [0.024, 0.017, -0.024], [-0.057, -0.022, -0.003], [0.029, -0.020, 0.019], [0.052, -0.019, 0.049], [0.058, 0.017, 0.053], [-0.013, 0.008, -0.009], [0.000, -0.012, -0.005], [-0.007, -0.007, 0.020], [-0.008, 0.007, 0.004], [-0.001, 0.071, -0.002], [-0.172, 0.048, -0.165], [-0.001, -0.009, -0.001], [-0.065, -0.198, 0.087], [-0.009, 0.020, -0.014], [-0.029, -0.048, 0.026], [-0.015, -0.001, 0.000], [0.017, -0.002, -0.042], [-0.074, 0.267, 0.178], [-0.006, -0.011, -0.020], [0.001, -0.001, 0.003], [0.001, -0.005, -0.005], [0.011, 0.001, -0.003], [-0.005, 0.000, 0.001], [0.004, 0.007, 0.003], [0.004, 0.001, 0.000], [-0.005, -0.002, 0.001], [0.000, 0.007, -0.005], [-0.002, 0.001, 0.001], [0.000, 0.000, -0.001], [-0.001, -0.001, 0.004], [-0.011, -0.006, 0.011], [0.000, 0.001, 0.001], [0.003, 0.002, -0.004], [0.001, -0.006, -0.022], [-0.004, -0.001, -0.002], [0.001, 0.001, 0.003], [0.016, -0.023, 0.011], [-0.018, -0.003, -0.011], [-0.014, -0.009, 0.010], [-0.003, 0.001, -0.003], [0.006, -0.016, -0.003], [0.014, -0.005, 0.012], [0.012, 0.023, -0.026], [0.000, 0.006, -0.002], [0.003, -0.005, 0.003], [-0.005, 0.006, 0.011], [0.003, 0.004, -0.002], [-0.020, -0.024, 0.011]], "lowdin_charge": [1.244, 0.993, 0.996, 0.428, -0.180, -0.656, -0.038, -0.571, 0.076, -0.079, -0.054, -0.027, -0.344, -0.125, -0.146, -0.240, -0.155, -0.088, -0.120, -0.684, -0.077, -0.090, -0.178, -0.122, -0.217, -0.296, -0.092, -0.075, -0.079, -0.375, -0.098, -0.093, -0.070, -0.093, -0.209, -0.259, -0.100, -0.647, -0.075, -0.306, -0.121, -0.153, -0.175, 0.099, 0.082, 0.103, 0.088, 0.081, 0.075, 0.097, 0.100, 0.108, 0.087, 0.087, 0.096, 0.110, 0.099, 0.098, 0.113, 0.104, 0.099, 0.090, 0.101, 0.059, 0.095, 0.079, 0.079, 0.053, 0.093, 0.084, 0.112, 0.096, 0.103]}


Record 3
{"formula": "C34H30LiN4", "method": "wB97M-V/def2-TZVPD", "max_force_ha_per_bohr": 0.014, "e_homo_ev": -1.8, "total_charge": -1, "e_above_lowest_kcal_mol": 2.2, "multiplicity": 1, "homo_lumo_gap_ha": 0.136, "elements": ["N", "N", "N", "N", "C", "C", "C", "C", "C", "C", "C", "C", "C", "C", "C", "C", "C", "C", "C", "C", "C", "C", "C", "C", "C", "C", "C", "C", "C", "C", "C", "C", "C", "C", "C", "C", "C", "C", "Li", "H", "H", "H", "H", "H", "H", "H", "H", "H", "H", "H", "H", "H", "H", "H", "H", "H", "H", "H", "H", "H", "H", "H", "H", "H", "H", "H", "H", "H", "H"], "coordinates": [[-0.856, -0.094, 1.156], [0.558, 2.229, 1.637], [1.794, -0.223, -0.631], [-1.116, 1.551, -1.079], [0.679, -2.429, -0.696], [-2.937, -3.659, -1.247], [-1.386, 0.868, 2.105], [3.966, -0.764, -1.565], [1.433, 3.180, 1.965], [1.284, -1.368, 1.496], [-0.354, 1.876, 2.549], [-0.654, -4.221, -2.083], [1.429, 3.836, 3.181], [-2.684, -4.181, -3.569], [-4.036, -3.956, -3.759], [-2.084, -4.025, -2.304], [-0.402, 2.451, 3.811], [-1.345, 2.571, -1.903], [-2.582, 2.842, -2.455], [0.042, -3.254, -1.330], [4.008, -1.998, -0.841], [-4.855, -3.574, -2.699], [1.464, -7.741, -3.282], [2.139, -6.620, -2.807], [1.682, -1.570, -0.006], [0.493, 3.459, 4.134], [-3.412, 0.936, -1.286], [-4.291, -3.440, -1.436], [0.047, -5.383, -2.547], [1.460, -5.471, -2.453], [-1.814, -0.435, 0.105], [-3.642, 2.002, -2.138], [-0.617, -6.538, -3.040], [0.078, -7.678, -3.395], [-2.135, 0.737, -0.775], [2.867, 0.037, -1.373], [-0.217, -1.277, 1.775], [2.973, -2.378, -0.076], [0.458, 0.874, 0.065], [-4.463, -4.068, -4.750], [-1.697, -6.533, -3.101], [2.970, -3.319, 0.466], [1.769, -0.448, 1.837], [-1.836, 0.386, 2.984], [-5.911, -3.389, -2.857], [-0.691, -2.188, 1.400], [2.856, 1.023, -1.843], [4.780, -0.457, -2.207], [2.146, 4.620, 3.381], [2.002, -4.607, -2.085], [-1.330, -1.183, -0.533], [0.461, 3.938, 5.103], [2.168, 3.413, 1.203], [2.001, -8.644, -3.549], [-0.484, 3.193, -2.125], [-2.714, 3.684, -3.120], [-1.138, 2.118, 4.532], [3.220, -6.650, -2.716], [4.891, -2.626, -0.903], [-2.182, 1.436, 1.611], [-0.473, -8.543, -3.754], [-4.211, 0.254, -1.028], [-2.739, -0.869, 0.510], [-4.918, -3.186, -0.586], [-2.060, -4.453, -4.412], [-2.509, -3.594, -0.255], [-0.371, -1.241, 2.860], [1.689, -2.200, 2.081], [-4.628, 2.175, -2.551]], "forces_ev_per_a": [[-0.324, -0.042, 0.019], [-0.028, 0.107, 0.383], [0.125, -0.206, 0.282], [-0.304, 0.002, 0.073], [0.112, -0.113, -0.001], [-0.038, 0.093, -0.031], [-0.023, -0.084, 0.008], [0.149, 0.114, -0.227], [0.000, -0.154, -0.288], [-0.239, -0.011, -0.168], [0.041, -0.019, -0.113], [-0.127, 0.027, -0.123], [-0.020, 0.112, 0.253], [-0.115, -0.001, 0.048], [-0.005, -0.016, 0.004], [0.196, -0.099, 0.100], [0.034, 0.177, 0.233], [0.168, -0.034, 0.084], [-0.168, -0.006, -0.077], [-0.102, 0.075, 0.210], [-0.194, 0.030, 0.095], [-0.133, 0.030, -0.040], [0.028, -0.162, -0.071], [-0.035, -0.008, -0.005], [0.031, -0.162, -0.217], [-0.001, -0.124, -0.289], [-0.130, 0.025, -0.094], [0.032, 0.073, 0.010], [-0.025, 0.035, -0.066], [-0.018, 0.014, 0.010], [-0.048, -0.196, 0.100], [0.218, 0.006, 0.042], [0.088, 0.125, 0.040], [0.051, 0.041, 0.015], [0.042, 0.133, -0.071], [-0.017, -0.054, 0.011], [0.312, -0.069, 0.071], [0.151, 0.121, 0.242], [0.338, 0.443, -0.430], [0.018, 0.006, -0.010], [-0.036, -0.036, -0.031], [0.040, 0.011, -0.005], [0.130, -0.073, 0.036], [-0.010, 0.004, -0.021], [0.004, -0.041, 0.008], [-0.061, 0.041, -0.016], [0.000, -0.009, -0.045], [-0.030, 0.047, 0.020], [0.036, -0.035, -0.018], [0.031, -0.029, 0.005], [-0.099, -0.163, 0.038], [0.016, -0.013, 0.024], [0.020, 0.048, 0.037], [0.001, 0.022, -0.013], [-0.043, 0.032, -0.028], [0.031, 0.000, 0.003], [-0.029, -0.033, -0.045], [-0.002, 0.047, 0.016], [-0.016, -0.039, 0.015], [-0.016, 0.005, 0.038], [-0.006, 0.001, 0.003], [0.027, -0.063, 0.035], [0.016, -0.034, -0.076], [0.012, 0.024, -0.027], [0.031, -0.025, 0.015], [0.044, 0.065, 0.076], [-0.079, 0.037, -0.043], [-0.039, -0.008, -0.011], [-0.011, -0.010, -0.002]], "lowdin_charge": [-0.209, 0.078, -0.064, 0.078, 0.018, -0.059, -0.135, -0.168, -0.115, -0.119, -0.248, -0.218, -0.067, -0.058, -0.119, -0.205, -0.022, -0.123, -0.070, -0.022, -0.151, -0.147, -0.161, -0.131, -0.482, -0.063, -0.009, -0.132, -0.195, -0.045, -0.131, -0.061, -0.067, -0.141, -0.256, -0.270, -0.162, -0.089, 0.522, 0.088, 0.091, 0.095, 0.103, 0.126, 0.078, 0.115, 0.083, 0.054, 0.101, 0.093, 0.109, 0.105, 0.117, 0.072, 0.112, 0.098, 0.112, 0.087, 0.086, 0.133, 0.084, 0.114, 0.133, 0.086, 0.112, 0.100, 0.115, 0.110, 0.106]}


> Which formula does entry 3 have?

C34H30LiN4